# 1
{"formula": "C45H42BiN10O2SSe", "method": "ωB97M-V/def2-TZVPD", "symbols": ["Bi", "O", "S", "O", "N", "C", "C", "C", "C", "C", "C", "C", "C", "N", "C", "C", "C", "C", "C", "C", "C", "H", "H", "H", "H", "H", "H", "H", "H", "H", "H", "H", "C", "C", "C", "C", "C", "C", "C", "N", "C", "N", "C", "C", "C", "C", "C", "C", "C", "N", "C", "C", "C", "C", "C", "C", "C", "H", "H", "H", "H", "H", "H", "H", "H", "H", "H", "H", "H", "H", "H", "H", "H", "H", "H", "H", "H", "H", "H", "Se", "N", "C", "C", "C", "C", "N", "C", "N", "H", "H", "H", "C", "N", "C", "C", "N", "H", "H", "H", "H", "H", "H"], "coordinates": [[-0.55932, 0.35879, -0.85242], [-1.10368, 3.30432, 0.37757], [-2.03616, 2.70072, 1.35109], [-3.43573, 3.06273, 1.30101], [-1.79934, 1.12580, 1.23739], [-2.76995, 0.22483, 1.74864], [-3.50607, 0.38789, 2.89694], [-4.57928, -0.42588, 3.19661], [-5.01730, -1.39696, 2.32825], [-4.33283, -1.58534, 1.13615], [-4.68813, -2.58241, 0.20867], [-3.82041, -2.94825, -0.77581], [-2.72808, -2.11831, -0.97028], [-2.38594, -1.09947, -0.20257], [-3.15363, -0.82906, 0.89184], [-1.41234, 3.22125, 2.94625], [-0.31713, 2.58419, 3.48118], [0.28759, 3.05258, 4.62143], [-0.16482, 4.24118, 5.18577], [-1.24783, 4.89878, 4.67520], [-1.90954, 4.38898, 3.54412], [-3.16421, 1.13489, 3.60632], [-5.15556, -0.27584, 4.11051], [-5.93077, -1.94855, 2.41772], [-5.56265, -3.25404, 0.29530], [-3.99401, -3.71170, -1.48221], [-2.07760, -2.21869, -1.82621], [0.04949, 1.63753, 2.86771], [1.18229, 2.54501, 4.99057], [0.39017, 4.65821, 5.98646], [-1.62119, 5.82077, 5.10494], [-2.72635, 4.96716, 3.12724], [4.41042, -1.26200, -1.49258], [4.50473, -2.71036, -0.91993], [5.44776, -3.57023, -1.56590], [5.61250, -4.85412, -0.98074], [4.80002, -5.39748, 0.02754], [3.81760, -4.57755, 0.54495], [3.67001, -3.24463, 0.04366], [2.64835, -2.44193, 0.54083], [1.64047, -1.92672, -0.18562], [1.42703, -2.54815, -1.35752], [0.63734, -2.21687, -2.46074], [-0.33682, -1.23885, -2.47713], [-1.09518, -0.97122, -3.60250], [-0.96506, -1.77520, -4.75240], [0.09912, -2.66999, -4.78698], [0.88775, -2.92448, -3.68380], [2.03043, -3.92584, -3.81413], [0.92500, -0.96587, 0.34419], [1.34435, -0.44896, 1.59971], [2.33668, 0.51734, 1.59872], [2.99018, 0.82992, 2.77225], [2.60857, 0.25656, 3.96662], [1.55256, -0.65900, 3.96577], [1.00844, -1.08372, 2.77206], [0.03263, -2.24848, 2.69550], [5.39059, -0.77141, -1.33471], [3.65966, -0.55808, -1.12557], [4.33150, -1.40140, -2.56462], [5.96700, -3.24524, -2.45625], [6.41105, -5.46475, -1.43869], [4.96937, -6.41300, 0.38345], [3.09674, -5.00017, 1.23070], [2.83978, -2.00414, 1.41976], [2.06223, -3.28788, -1.48909], [-1.86935, -0.20284, -3.59239], [-1.51236, -1.66408, -5.67775], [0.26960, -3.28554, -5.68163], [1.78260, -4.65175, -4.55924], [2.34569, -4.49716, -2.93689], [2.97106, -3.43099, -4.17618], [2.63939, 1.03267, 0.65694], [3.78146, 1.62128, 2.74520], [3.06778, 0.56585, 4.82397], [1.23804, -1.21430, 4.82974], [-0.56682, -2.24604, 1.77885], [-0.72563, -2.25321, 3.52322], [0.55053, -3.17037, 2.85196], [0.84918, 1.60249, -4.31023], [1.21148, 3.29936, -4.30423], [1.90419, 3.56885, -3.19576], [2.19227, 4.86865, -2.72964], [2.96566, 4.92152, -1.61535], [3.39233, 3.71080, -0.96853], [3.00936, 2.48102, -1.23128], [2.21422, 2.36551, -2.36084], [1.64221, 1.25171, -2.77078], [1.94232, 5.73278, -3.33707], [3.42332, 5.86097, -1.28162], [4.16853, 3.81244, -0.19250], [-5.74519, 1.85301, -0.85802], [-4.80432, 2.63414, -1.68801], [-4.90466, 4.10636, -1.70391], [-3.61284, 1.97726, -1.83696], [-2.63372, 1.34078, -1.96516], [-6.72500, 2.23963, -1.01333], [-5.46953, 1.91611, 0.18051], [-5.74552, 0.82632, -1.23650], [-5.77687, 4.33208, -2.31702], [-4.00423, 4.46010, -2.13293], [-4.93773, 4.51737, -0.65876]], "charge": 1, "largest_force_ha_per_bohr": 0.0664, "homo_lumo_gap_ev": 6.97, "mol_weight_g_mol": 1074.91, "lumo_ev": -3.229, "de_lowest_kj_mol": 0.0}

=====

# 2
{"formula": "C45H42BrN2O3PbS3", "method": "ωB97M-V/def2-TZVPD", "symbols": ["Pb", "C", "C", "C", "C", "C", "C", "C", "Br", "C", "O", "C", "C", "C", "C", "C", "C", "H", "H", "H", "H", "H", "H", "H", "H", "H", "H", "H", "H", "H", "H", "H", "H", "H", "H", "H", "H", "S", "C", "C", "C", "C", "C", "C", "S", "H", "H", "H", "H", "O", "S", "O", "N", "C", "C", "C", "C", "C", "C", "C", "C", "N", "C", "C", "C", "C", "C", "C", "C", "H", "H", "H", "H", "H", "H", "H", "H", "H", "H", "H", "C", "C", "C", "C", "C", "C", "C", "C", "C", "C", "H", "H", "H", "H", "H", "H", "H"], "coordinates": [[0.89061, -0.81260, 1.04272], [0.49119, 1.59657, -6.63527], [0.46024, 0.27726, -5.85133], [1.46384, -0.68225, -6.49112], [-0.93818, -0.34588, -5.96652], [0.77577, 0.53710, -4.37976], [1.87246, -0.01161, -3.72885], [2.04775, 0.21587, -2.37749], [3.62288, -0.44838, -1.54962], [1.13350, 0.92682, -1.57744], [1.24666, 0.92760, -0.26460], [0.12492, 1.64514, -2.27708], [-0.03498, 1.38869, -3.63355], [-0.74877, 2.76385, -1.67371], [-2.24176, 2.44643, -1.82752], [-0.46693, 3.08367, -0.20185], [-0.45540, 4.05522, -2.46142], [0.25997, 1.42006, -7.68951], [1.47898, 2.05678, -6.57010], [-0.23564, 2.31011, -6.24526], [1.19196, -0.85382, -7.53521], [1.47348, -1.64787, -5.98195], [2.47634, -0.27469, -6.47115], [-1.18970, -0.53320, -7.01431], [-1.70140, 0.31102, -5.54637], [-0.97867, -1.29405, -5.42616], [2.59640, -0.62365, -4.24714], [-0.84977, 1.88977, -4.14410], [-2.52303, 1.57464, -1.24306], [-2.50604, 2.25747, -2.87110], [-2.83761, 3.29143, -1.47266], [-0.74486, 2.27595, 0.46944], [-1.04465, 3.97054, 0.07352], [0.58832, 3.29401, -0.02881], [-0.70967, 3.97494, -3.51981], [0.60338, 4.31343, -2.38817], [-1.03871, 4.87738, -2.03985], [-0.47766, -2.71520, 2.20918], [-1.01457, -3.51981, 0.74523], [-2.28248, -4.11364, 0.74606], [-2.77019, -4.78605, -0.35925], [-2.00213, -4.85485, -1.51713], [-0.76784, -4.23270, -1.55158], [-0.24990, -3.56372, -0.43674], [1.30470, -2.76118, -0.61142], [-2.88117, -4.03749, 1.64551], [-3.75018, -5.24600, -0.32070], [-2.37169, -5.37287, -2.39382], [-0.17520, -4.24731, -2.45879], [1.14502, 1.65049, 3.33247], [-0.28227, 1.49720, 3.41820], [-1.11023, 2.67341, 3.51393], [-0.70531, 0.55354, 2.19693], [-2.04185, 0.32446, 1.89804], [-3.12307, 0.60611, 2.70795], [-4.44330, 0.34396, 2.29586], [-4.72221, -0.19353, 1.07247], [-3.64993, -0.49843, 0.20429], [-3.83785, -1.03350, -1.09095], [-2.76638, -1.27827, -1.89688], [-1.47573, -1.02512, -1.39340], [-1.27671, -0.54748, -0.19219], [-2.32421, -0.25567, 0.61639], [-0.58756, 0.55757, 4.90148], [0.10864, -0.62816, 5.09447], [-0.11746, -1.37183, 6.23998], [-1.02841, -0.92602, 7.19065], [-1.71011, 0.26585, 6.99728], [-1.49134, 1.01310, 5.84674], [-2.96867, 1.05801, 3.67495], [-5.25103, 0.58932, 2.97494], [-5.73977, -0.37989, 0.75190], [-4.84741, -1.23773, -1.42976], [-2.88112, -1.68537, -2.89183], [-0.59027, -1.23799, -1.98246], [0.83095, -0.95913, 4.35962], [0.41675, -2.30144, 6.38886], [-1.20496, -1.51072, 8.08498], [-2.41595, 0.61554, 7.74024], [-2.00828, 1.94752, 5.67190], [5.71902, 2.20757, 2.60104], [4.58220, 2.43494, 1.79558], [3.61171, 1.48383, 1.67394], [3.72603, 0.24102, 2.34586], [2.75638, -0.79921, 2.25190], [2.94802, -1.99543, 2.88543], [4.09708, -2.21283, 3.68259], [5.02874, -1.23022, 3.81456], [4.87409, 0.01008, 3.14764], [5.85909, 1.02363, 3.26162], [6.47764, 2.97559, 2.69263], [4.47629, 3.37687, 1.27211], [2.74347, 1.66247, 1.05809], [2.22007, -2.79189, 2.78098], [4.22598, -3.16604, 4.18086], [5.91175, -1.38312, 4.42550], [6.72794, 0.83401, 3.88224]], "charge": -1, "largest_force_ha_per_bohr": 0.0046, "homo_lumo_gap_ev": 7.24, "mol_weight_g_mol": 1042.15, "lumo_ev": 2.173, "de_lowest_kj_mol": 123.4}